Formula: F6H78O39P
Source: the OMol25 dataset
Level of theory: the ωB97M-V functional and the def2-TZVPD basis

Values from the calculation:
* Kohn-Sham gap: 8.40 eV
* largest force on an atom: 1.5 eV/Å
* energy relative to the best compared isomer or geometry (same formula, charge and spin): 0.0 kJ/mol
* DFT total energy: -106726.295 eV
* LUMO: 0.036 Ha

Structure (ORCA input):
```
! wB97M-V def2-TZVPD RIJCOSX def2/J DEFGRID3
* xyz -1 1
P -0.30 0.05 -0.09
F 0.44 0.89 -1.24
F -0.51 1.44 0.74
F -1.76 0.36 -0.79
F -1.07 -0.85 1.08
F -0.11 -1.29 -0.99
F 1.14 -0.23 0.69
O -1.80 -2.54 -4.93
H -1.81 -3.45 -4.67
H -0.95 -2.21 -4.63
O 1.79 6.09 -1.56
H 1.24 5.82 -0.82
H 1.35 5.74 -2.33
O 3.80 4.79 1.18
H 3.67 5.61 0.70
H 3.09 4.22 0.88
O -3.92 -0.72 -4.84
H -3.42 0.08 -4.67
H -3.25 -1.40 -4.97
O 0.80 -6.10 -2.36
H 1.70 -5.77 -2.40
H 0.29 -5.44 -2.83
O -6.21 1.62 -0.44
H -5.66 0.87 -0.19
H -6.64 1.88 0.38
O 2.72 -0.81 -1.78
H 1.92 -0.42 -1.44
H 3.40 -0.16 -1.59
O 4.78 0.60 -1.06
H 5.45 0.95 -1.65
H 5.27 0.35 -0.28
O -4.04 -2.07 2.25
H -3.29 -2.61 2.48
H -4.58 -2.06 3.04
O 0.26 5.92 0.60
H -0.69 6.07 0.57
H 0.59 6.62 1.17
O -0.41 -4.78 -4.39
H -0.89 -5.49 -4.83
H 0.36 -4.64 -4.93
O 1.21 3.58 -0.06
H 0.60 2.85 0.03
H 0.75 4.33 0.32
O 2.53 -0.63 -5.98
H 1.67 -0.90 -5.66
H 2.66 -1.15 -6.78
O -5.80 -0.85 -2.72
H -5.43 -0.82 -1.84
H -5.04 -0.82 -3.30
O 1.75 -5.75 0.86
H 2.64 -6.06 1.02
H 1.86 -4.95 0.34
O -1.73 1.02 5.36
H -1.92 1.44 4.52
H -0.84 0.68 5.25
O -2.42 1.10 -3.15
H -3.00 1.82 -2.89
H -2.20 0.67 -2.33
O -1.18 4.91 4.68
H -0.70 4.10 4.54
H -0.57 5.60 4.42
O 3.60 3.53 -1.85
H 2.92 4.19 -1.90
H 3.30 2.92 -1.18
O 2.15 1.53 2.56
H 3.09 1.44 2.42
H 1.78 1.62 1.68
O 4.12 2.83 -4.67
H 4.22 3.00 -3.73
H 4.11 3.70 -5.07
O 0.57 2.69 4.32
H 1.03 2.14 3.70
H 1.16 2.75 5.08
O -0.04 -3.85 4.25
H -0.85 -3.93 3.74
H 0.49 -4.60 3.99
O 0.69 -1.37 -3.69
H 0.31 -1.64 -2.86
H 1.60 -1.15 -3.48
O -4.28 2.95 -2.73
H -4.05 3.77 -2.29
H -5.06 2.64 -2.27
O 1.05 4.03 -3.60
H 1.09 3.20 -3.12
H 1.52 3.86 -4.41
O 4.68 1.24 2.72
H 5.07 0.62 2.11
H 5.17 2.05 2.59
O 2.74 -2.93 0.02
H 3.67 -3.14 -0.01
H 2.64 -2.17 -0.55
O -4.77 2.80 2.67
H -4.00 2.24 2.57
H -5.10 2.59 3.55
O -4.19 -0.63 -0.38
H -3.29 -0.58 -0.70
H -4.15 -1.19 0.39
O -0.90 -1.73 5.88
H -0.86 -1.09 5.17
H -0.72 -2.57 5.45
O -0.29 1.40 -4.74
H -1.07 1.46 -4.20
H -0.04 0.47 -4.70
O -2.42 -4.33 3.17
H -2.79 -4.84 2.45
H -2.67 -4.81 3.96
O -3.52 -5.56 -2.12
H -3.32 -6.47 -2.32
H -2.88 -5.31 -1.45
O 4.21 -4.48 3.01
H 3.53 -3.82 2.90
H 4.69 -4.20 3.79
O 3.71 -0.67 4.58
H 3.01 -1.15 4.15
H 3.87 0.08 4.00
O 0.02 -0.32 3.56
H -0.32 -0.51 2.68
H 0.82 0.19 3.40
O 2.16 -2.26 2.92
H 1.25 -2.50 3.11
H 2.18 -2.08 1.98
O -2.90 0.62 2.74
H -3.28 -0.26 2.76
H -2.05 0.51 2.32
*
```